Formula: C48H69NO36S
Source: the OMol25 dataset
Level of theory: ωB97M-V with the def2-TZVPD basis set

Computed properties:
LUMO level = -0.037 Ha
HOMO-LUMO gap = 8.76 eV
E_tot = -5031.92250 Ha
E_HOMO = -9.757 eV

Structure (ORCA input):
```
! wB97M-V def2-TZVPD RIJCOSX def2/J DEFGRID3
* xyz 0 1
C -0.14 1.11 -1.50
C 0.54 1.76 -0.46
C 0.85 1.07 0.70
C 0.42 -0.24 0.92
C -0.18 -0.91 -0.13
C -0.56 -0.24 -1.32
N 0.67 -0.88 2.22
O 1.05 -0.15 3.12
O 0.55 -2.09 2.37
H -0.44 1.60 -2.42
H 0.74 2.81 -0.58
H 1.45 1.62 1.41
H -0.46 -1.94 0.04
H -1.07 -0.79 -2.10
C 2.09 -3.52 -0.89
C 2.90 -4.71 -0.29
C 4.46 -4.44 -0.19
O 4.84 -4.89 1.14
C 3.71 -5.05 1.92
O 3.68 -5.28 3.15
O 2.59 -4.84 1.14
H 2.47 -2.52 -0.71
H 1.00 -3.53 -0.75
H 2.19 -3.47 -1.97
H 2.72 -5.63 -0.85
H 4.55 -3.35 -0.30
H 4.98 -4.99 -0.97
C -2.20 1.71 -4.63
C -2.95 0.32 -4.53
C -4.36 0.20 -3.99
O -5.14 -0.23 -5.11
C -4.35 -0.41 -6.20
O -4.72 -0.69 -7.38
O -3.11 -0.15 -5.89
H -2.23 2.03 -3.59
H -2.72 2.36 -5.32
H -1.15 1.51 -4.88
H -2.28 -0.42 -4.09
H -4.75 1.17 -3.70
H -4.31 -0.57 -3.22
C 2.17 4.57 -1.67
C 3.42 3.87 -1.08
C 4.40 4.78 -0.36
O 4.53 4.32 0.99
C 3.77 3.22 1.14
O 3.61 2.52 2.15
O 3.14 2.96 -0.02
H 1.73 4.97 -0.76
H 1.52 3.84 -2.14
H 2.45 5.25 -2.47
H 4.00 3.46 -1.91
H 4.11 5.83 -0.35
H 5.39 4.54 -0.74
C 4.44 -1.79 3.50
C 4.44 -0.59 2.45
C 5.80 -0.17 1.97
O 5.65 0.05 0.56
C 4.55 -0.56 0.17
O 4.15 -0.68 -1.02
O 3.92 -1.04 1.21
H 4.40 -1.51 4.55
H 5.22 -2.50 3.23
H 3.42 -2.16 3.43
H 3.77 0.20 2.79
H 6.52 -0.95 2.23
H 5.97 0.70 2.60
C 0.12 3.50 6.06
C 0.73 3.18 4.64
C -0.49 2.96 3.60
O -0.11 3.76 2.52
C 0.84 4.60 2.89
O 1.22 5.55 2.15
O 1.38 4.27 4.09
H 0.89 4.08 6.58
H -0.06 2.67 6.74
H -0.79 4.08 5.98
H 1.37 2.29 4.64
H -1.48 3.25 3.95
H -0.45 1.89 3.40
C 2.59 -0.91 -4.54
C 2.58 0.44 -3.79
C 3.80 1.30 -4.12
O 3.14 2.56 -4.41
C 1.85 2.37 -4.60
O 1.01 3.15 -5.03
O 1.47 1.17 -4.26
H 2.69 -0.75 -5.62
H 1.58 -1.30 -4.58
H 3.38 -1.63 -4.30
H 2.52 0.40 -2.70
H 4.32 1.15 -5.07
H 4.54 1.32 -3.33
C -1.93 -4.06 2.09
C -3.09 -3.94 1.10
C -4.40 -3.34 1.64
O -4.63 -2.34 0.68
C -3.54 -2.14 -0.18
O -3.51 -1.35 -1.16
O -2.56 -3.01 0.21
H -0.93 -4.19 1.67
H -2.07 -4.85 2.83
H -1.76 -3.12 2.62
H -3.30 -4.81 0.48
H -4.38 -3.00 2.68
H -5.20 -4.04 1.40
C -2.40 7.86 -0.94
C -1.62 6.81 -0.16
C -2.48 5.91 0.71
O -2.66 4.75 -0.04
C -1.82 4.72 -1.02
O -1.62 3.77 -1.78
O -1.14 5.86 -1.06
H -3.18 7.41 -1.54
H -1.75 8.40 -1.63
H -2.90 8.49 -0.20
H -0.82 7.25 0.43
H -3.37 6.51 0.86
H -2.07 5.77 1.72
C -3.87 -5.34 -5.11
C -3.52 -4.21 -4.11
C -3.00 -4.62 -2.76
O -1.79 -3.88 -2.59
C -1.49 -3.24 -3.77
O -0.59 -2.42 -3.91
O -2.48 -3.39 -4.67
H -3.12 -6.12 -4.98
H -4.00 -5.22 -6.19
H -4.81 -5.81 -4.85
H -4.43 -3.62 -3.98
H -2.84 -5.69 -2.81
H -3.67 -4.40 -1.93
C -3.44 0.79 2.46
C -3.95 1.87 1.43
C -3.13 1.76 0.21
O -4.09 2.01 -0.80
C -5.31 1.66 -0.34
O -6.26 1.33 -1.04
O -5.22 1.47 0.91
H -3.44 -0.20 2.00
H -4.02 0.73 3.37
H -2.38 0.94 2.68
H -3.95 2.90 1.79
H -2.86 0.70 0.18
H -2.22 2.36 0.22
C 0.77 -4.62 4.91
C 1.94 -3.92 5.62
O 2.00 -4.54 6.90
S 0.67 -5.48 7.27
O -0.10 -4.84 8.35
O 1.10 -6.88 7.31
O -0.10 -5.15 5.84
H 1.26 -5.39 4.32
H 0.35 -3.82 4.30
H 1.74 -2.87 5.81
H 2.86 -4.03 5.06
*
```

***

Formula: C48H70O48
Source: the OMol25 dataset
Level of theory: ωB97M-V with the def2-TZVPD basis set

Computed properties:
LUMO level = -0.019 Ha
HOMO-LUMO gap = 9.31 eV
E_tot = -5482.43742 Ha
E_HOMO = -9.833 eV

Structure (ORCA input):
```
! wB97M-V def2-TZVPD RIJCOSX def2/J DEFGRID3
* xyz 0 1
C 1.16 4.18 -3.76
C 1.39 5.70 -3.92
O 0.20 6.26 -3.25
C -0.67 5.35 -3.03
O -1.87 5.57 -2.64
O -0.19 4.09 -3.23
H 1.92 3.85 -3.04
H 1.12 3.69 -4.73
H 1.31 5.99 -4.96
H 2.31 6.03 -3.43
C -5.28 1.86 1.79
C -3.95 1.19 1.49
O -3.15 2.01 2.36
C -3.81 2.19 3.48
O -3.31 2.59 4.50
O -5.21 2.18 3.16
H -6.01 1.09 1.54
H -5.40 2.76 1.18
H -3.56 1.28 0.48
H -3.95 0.13 1.75
C 5.51 0.82 -1.76
C 4.79 2.13 -1.36
O 3.57 1.59 -0.92
C 3.39 0.37 -1.38
O 2.42 -0.34 -1.23
O 4.43 -0.01 -2.08
H 6.13 0.42 -0.95
H 6.06 0.89 -2.69
H 4.62 2.83 -2.17
H 5.21 2.66 -0.50
C -1.88 -4.34 -4.65
C -2.04 -5.70 -5.25
O -2.54 -6.36 -4.20
C -2.06 -5.85 -3.07
O -2.17 -6.42 -1.93
O -1.47 -4.69 -3.33
H -2.77 -3.71 -4.64
H -1.14 -3.71 -5.16
H -1.09 -6.16 -5.53
H -2.70 -5.72 -6.12
C -3.53 -5.00 5.02
C -2.56 -4.82 3.79
O -3.38 -4.23 2.88
C -4.36 -3.55 3.48
O -5.14 -2.72 2.95
O -4.36 -3.91 4.78
H -2.90 -4.97 5.91
H -4.11 -5.92 4.92
H -2.23 -5.75 3.33
H -1.72 -4.17 4.03
C 7.99 -1.47 2.27
C 7.61 -1.68 0.87
O 6.32 -1.17 0.87
C 6.19 -0.22 1.83
O 5.15 0.43 1.89
O 7.22 -0.36 2.65
H 9.06 -1.30 2.46
H 7.72 -2.38 2.80
H 7.72 -2.61 0.32
H 8.11 -0.97 0.21
C -2.77 1.13 -3.77
C -2.76 2.51 -3.07
O -3.68 2.48 -2.01
C -4.32 1.26 -2.11
O -5.35 0.93 -1.46
O -3.69 0.44 -2.99
H -1.83 0.58 -3.84
H -3.20 1.45 -4.72
H -3.09 3.31 -3.73
H -1.77 2.67 -2.64
C -0.05 0.18 0.70
C -0.25 1.04 -0.56
O -1.18 0.34 -1.15
C -1.32 -0.93 -0.76
O -2.10 -1.78 -1.22
O -0.51 -1.03 0.33
H -0.72 0.48 1.50
H 0.98 0.28 1.03
H 0.67 1.24 -1.11
H -0.57 2.05 -0.30
C 1.29 -2.00 -4.13
C 2.68 -2.08 -4.83
O 2.89 -0.84 -5.53
C 1.94 0.03 -4.92
O 1.82 1.19 -5.27
O 1.24 -0.59 -4.02
H 1.37 -2.37 -3.11
H 0.44 -2.35 -4.70
H 2.54 -2.85 -5.59
H 3.45 -2.26 -4.08
C 0.38 -4.99 -0.25
C 1.59 -4.03 -0.23
O 2.07 -4.11 1.09
C 1.15 -4.63 1.86
O 1.16 -4.72 3.06
O 0.17 -5.14 1.16
H 0.61 -6.03 -0.48
H -0.32 -4.34 -0.79
H 1.37 -2.98 -0.40
H 2.39 -4.39 -0.88
C -4.56 -4.04 -0.83
C -5.17 -2.73 -1.40
O -6.35 -3.07 -2.15
C -6.75 -4.31 -1.80
O -7.70 -4.93 -2.24
O -5.70 -4.90 -1.02
H -4.27 -4.03 0.22
H -3.75 -4.32 -1.50
H -4.43 -2.38 -2.12
H -5.35 -1.98 -0.64
C 0.06 -1.77 4.92
C 0.09 -0.70 3.91
O -1.29 -0.47 3.78
C -2.01 -1.00 4.74
O -3.21 -0.87 4.90
O -1.28 -1.74 5.48
H 0.73 -1.63 5.76
H 0.19 -2.78 4.53
H 0.58 -1.09 3.02
H 0.54 0.17 4.39
C 1.50 3.20 2.66
C 1.21 4.41 3.56
O 0.16 4.99 2.91
C -0.45 4.09 2.12
O -1.54 4.35 1.54
O 0.20 2.92 2.22
H 1.87 2.35 3.24
H 2.22 3.30 1.84
H 1.88 5.26 3.40
H 1.11 4.32 4.64
C 5.95 -6.83 1.99
O 5.98 -5.54 2.52
C 4.88 -4.98 3.12
O 3.95 -5.68 3.54
O 5.19 -3.73 3.44
C 4.19 -2.92 4.18
H 5.73 -6.82 0.92
H 5.10 -7.33 2.43
H 6.89 -7.33 2.21
H 3.81 -2.07 3.61
H 4.68 -2.50 5.05
H 3.26 -3.44 4.42
C 2.08 6.16 0.20
O 2.88 5.73 -0.83
C 4.22 6.15 -0.82
O 4.60 7.07 -0.19
O 4.93 5.41 -1.71
C 6.28 5.71 -1.86
H 2.38 6.12 1.25
H 1.18 5.56 0.27
H 1.75 7.18 -0.01
H 6.69 5.87 -0.86
H 6.45 6.51 -2.58
H 6.68 4.74 -2.18
C -4.25 5.24 0.04
O -5.54 5.14 -0.36
C -6.53 5.76 0.30
O -6.46 6.61 1.16
O -7.67 5.29 -0.23
C -8.91 5.79 0.05
H -4.03 6.28 0.25
H -3.75 4.89 -0.86
H -4.20 4.62 0.93
H -9.40 6.05 -0.89
H -8.89 6.64 0.72
H -9.50 5.01 0.53
*
```

***

Q: Which value of E_tot does entry 1 give?
A: -5031.92250 Ha